# 1
Formula: C3H6N2O2
Source: the OMol25 dataset
Level of theory: ωB97M-V with the def2-TZVPD basis set

ORCA input file:
```
! RIJCOSX wB97M-V def2-TZVPD def2/J DEFGRID3
* xyz 0 1
N -2.08774 -0.15767 -0.23886
C -0.77782 -0.09996 -0.10906
O -0.22929 1.00517 -0.50272
C 0.08604 -1.10791 0.62978
O 0.76720 -0.31191 1.45633
C 1.18068 1.12673 -0.23330
N 1.94575 0.69844 -1.13036
H -2.61076 0.63643 -0.58422
H -2.58309 -0.98761 0.04823
H 0.66420 -1.67357 -0.14307
H -0.60583 -1.85042 1.09642
H 1.34128 1.79539 0.60381
H 2.90939 0.92688 -0.89299
*
```

Values from the calculation:
M   102.09 Da
LUMO level   0.45 eV
Energy relative to the best compared isomer or geometry (same formula, charge and spin)   89.3 kcal per mole
HOMO-LUMO gap   8.48 eV

=====

# 2
Formula: C31H64GeN2O2PdSi
Source: the OMol25 dataset
Level of theory: ωB97M-V with the def2-TZVPD basis set

ORCA input file:
```
! RIJCOSX wB97M-V def2-TZVPD def2/J DEFGRID3
* xyz 2 3
Pd 0.84218 -0.25199 0.28302
O 3.56954 -1.38994 0.12682
C 4.02455 -2.19174 1.22098
C 4.35614 -1.25660 2.35685
C 3.19415 -0.31831 2.68523
C 1.95837 -1.03851 3.13173
C 1.94656 -1.62966 4.39291
C 0.82285 -2.28136 4.85350
C -0.29712 -2.31820 4.03282
C -0.22624 -1.71351 2.80038
N 0.87647 -1.09494 2.32904
H 3.43486 -1.96099 -0.63615
H 4.90558 -2.76383 0.92720
H 3.24014 -2.89827 1.52337
H 5.22995 -0.65709 2.09738
H 4.62805 -1.85144 3.23224
H 2.96176 0.30018 1.82467
H 3.49892 0.36389 3.48105
H 2.83356 -1.55287 5.00933
H 0.81054 -2.73654 5.83543
H -1.21837 -2.78981 4.34500
H -1.09795 -1.71154 2.16701
C 1.17913 2.44028 2.26768
C 0.58151 3.11934 1.03137
C 1.26811 4.49869 0.88345
C -0.90999 3.35437 1.31095
Si 0.86623 2.21089 -0.63048
C -0.40472 2.65978 -1.99574
C -0.01001 2.06426 -3.35927
C -0.45412 4.19965 -2.14478
C -1.84129 2.20154 -1.72200
C 2.67136 2.18417 -1.27000
C 2.94604 3.49206 -2.04675
C 3.70400 2.10314 -0.13516
C 2.94079 1.00649 -2.22678
H 1.02745 3.09773 3.12903
H 2.24989 2.26738 2.17993
H 0.68384 1.49357 2.49900
H 1.02629 5.08345 1.77709
H 0.91947 5.06821 0.02273
H 2.35469 4.42352 0.83269
H -1.00623 3.83180 2.29025
H -1.48459 2.42706 1.34188
H -1.37318 4.02131 0.58533
H 0.87172 2.53490 -3.78883
H -0.83207 2.23274 -4.06128
H 0.17066 0.98774 -3.31665
H 0.51744 4.66310 -2.30475
H -0.92992 4.68355 -1.29162
H -1.06894 4.42490 -3.02184
H -1.92631 1.11890 -1.74041
H -2.48124 2.57672 -2.52656
H -2.25047 2.57156 -0.78466
H 2.81307 4.38997 -1.44159
H 2.34258 3.58786 -2.94655
H 3.99270 3.46748 -2.36437
H 3.57559 2.87144 0.62777
H 4.69818 2.24664 -0.56818
H 3.71133 1.12017 0.33263
H 2.42321 1.10303 -3.17721
H 2.67132 0.04336 -1.78956
H 4.01346 0.97294 -2.44051
C -5.44594 -1.26662 -2.90070
C -4.02732 -0.77616 -2.64753
C -3.02043 -1.92091 -2.61617
C -1.57592 -1.47028 -2.31517
Ge -1.43945 -1.28169 -0.38987
C -2.61142 -0.18542 0.73772
C -3.79002 -1.05930 1.18875
C -4.74538 -0.29797 2.11190
C -5.46359 0.85163 1.41487
H -6.15111 -0.43758 -2.94966
H -5.77834 -1.94135 -2.10798
H -5.50879 -1.81138 -3.84400
H -3.99882 -0.21860 -1.70347
H -3.72936 -0.06450 -3.42334
H -3.02051 -2.42737 -3.58484
H -3.35008 -2.68291 -1.89741
H -1.32533 -0.56476 -2.86093
H -0.84980 -2.23820 -2.58287
H -1.55326 -2.69639 0.21225
H -2.94539 0.66620 0.15126
H -2.07324 0.21162 1.60161
H -3.42762 -1.96272 1.69055
H -4.34807 -1.40405 0.30986
H -4.18429 0.07937 2.97321
H -5.47752 -1.00425 2.50749
H -4.77398 1.64126 1.10659
H -6.19969 1.31006 2.07392
H -5.99252 0.50155 0.52464
C 1.86893 -4.55279 -2.03013
N 1.37827 -4.56706 -0.65364
C 1.37998 -5.85965 0.03054
C 0.96493 -3.47761 -0.04743
O 0.95392 -2.33816 -0.57644
H 1.28496 -5.25262 -2.62617
H 2.91337 -4.86411 -2.04951
H 1.77261 -3.55412 -2.44189
H 0.79299 -6.57554 -0.54263
H 0.94373 -5.75376 1.02098
H 2.40058 -6.22864 0.12244
H 0.61143 -3.62773 0.97713
*
```

Values from the calculation:
M   703.98 Da
LUMO level (spin up / spin down)   -6.43 / -7.78 eV
HOMO-LUMO gap (spin up / spin down)   7.10 / 6.98 eV

=====

# 3
Formula: C6H8N2O3
Source: the OMol25 dataset
Level of theory: ωB97M-V with the def2-TZVPD basis set

ORCA input file:
```
! RIJCOSX wB97M-V def2-TZVPD def2/J DEFGRID3
* xyz 0 1
C -0.10783 2.09801 -0.03932
O -1.37829 1.43662 0.16211
C -1.27192 -0.04998 0.03418
N -2.78485 -0.36306 0.22994
O -3.28250 -0.12772 1.26989
O -3.36163 -0.85913 -0.74440
C -0.52362 -0.61881 1.14966
C 0.51421 -1.45644 0.94480
C 0.82306 -1.94551 -0.33125
C 0.06874 -1.41452 -1.33565
N -0.85958 -0.43174 -1.20590
H 0.14197 2.25506 -1.08277
H 0.57911 1.44062 0.43086
H -0.06026 3.00098 0.49529
H -0.81948 -0.27743 2.13235
H 0.97252 -1.89609 1.84158
H 1.42118 -2.74446 -0.66184
H 0.31192 -1.69982 -2.40670
H -1.31093 0.26798 -1.90215
*
```

Values from the calculation:
SMILES   CO[C@]1([N+](=O)[O-])C=CC=CN1
M   156.14 Da
LUMO level   0.48 eV
Energy relative to the best compared isomer or geometry (same formula, charge and spin)   119.1 kcal per mole
HOMO-LUMO gap   9.00 eV

=====

# 4
Formula: C36H28BCl5N6Pt
Source: the OMol25 dataset
Level of theory: ωB97M-V with the def2-TZVPD basis set

ORCA input file:
```
! RIJCOSX wB97M-V def2-TZVPD def2/J DEFGRID3
* xyz 0 3
Pt -0.10131 -0.24334 0.10684
C 4.04841 1.96653 -2.93306
C 3.20236 0.85570 -2.42501
C 3.28949 -0.48746 -2.72685
C 2.27302 -1.10815 -1.98402
N 1.62732 -0.17024 -1.28393
N 2.18967 1.01398 -1.55087
B 1.63696 2.33554 -0.99005
N 0.17243 2.45124 -1.46865
N -0.72915 1.48943 -1.26085
C -1.88910 1.85380 -1.81162
C -1.70812 3.10559 -2.41793
C -0.39214 3.45044 -2.18026
C 0.31866 4.66842 -2.64750
C -3.10722 1.05971 -1.72579
C -3.05883 -0.30756 -1.45769
C -4.21883 -1.04560 -1.32744
C -5.45242 -0.42998 -1.45455
C -5.51493 0.92338 -1.74264
C -4.35507 1.66096 -1.88887
N 1.71583 2.27217 0.54665
N 1.17315 1.27568 1.24984
C 1.46235 1.44646 2.53943
C 2.23935 2.60802 2.66282
C 2.37902 3.10242 1.38083
C 3.14349 4.30183 0.95413
C 0.99139 0.56624 3.60036
C 0.81393 1.06948 4.88940
C 0.30837 0.26530 5.89306
C -0.01431 -1.05533 5.63300
C 0.20120 -1.57778 4.36862
C 0.70105 -0.77510 3.35945
C 1.90903 -2.51769 -1.97681
C 2.81753 -3.47723 -2.42226
C 2.47222 -4.81345 -2.45415
C 1.21247 -5.21667 -2.04509
C 0.30175 -4.27397 -1.59472
C 0.64640 -2.93610 -1.56202
H 4.80926 1.55844 -3.59363
H 4.53600 2.48673 -2.10925
H 3.44928 2.68899 -3.48655
H 3.97914 -0.93447 -3.41153
H 2.26252 3.24854 -1.39408
H -2.43066 3.67211 -2.96938
H -0.37800 5.29420 -3.19750
H 1.14758 4.40944 -3.30387
H 0.71801 5.24143 -1.81488
H -2.08767 -0.78695 -1.35082
H -4.16185 -2.10352 -1.12179
H -6.35865 -1.00284 -1.33031
H -6.47589 1.40709 -1.84161
H -4.41701 2.71563 -2.10716
H 2.66072 3.01184 3.56047
H 3.56737 4.78647 1.82856
H 2.50625 5.01415 0.43726
H 3.95330 4.02697 0.28134
H 1.05290 2.10059 5.09620
H 0.15776 0.67275 6.88297
H -0.42391 -1.67776 6.41404
H -0.02164 -2.61497 4.17276
H 0.88744 -1.18525 2.36907
H 3.80463 -3.17320 -2.73241
H 3.18764 -5.54383 -2.80415
H 0.94442 -6.26357 -2.07281
H -0.67825 -4.59370 -1.27343
H -0.06402 -2.17654 -1.20928
Cl -1.02554 -3.25394 1.29959
C -2.05952 -1.95200 1.76382
C -1.69606 -0.66068 1.38598
C -2.52644 0.35305 1.86092
Cl -2.08624 1.97402 1.50615
C -3.66813 0.11293 2.61592
Cl -4.63333 1.41717 3.17642
C -4.02319 -1.19939 2.91852
Cl -5.45985 -1.52283 3.80199
C -3.19939 -2.24172 2.50364
Cl -3.60007 -3.87019 2.89526
*
```

Values from the calculation:
M   927.82 Da
LUMO level (spin up / spin down)   0.42 / -1.16 eV
Energy relative to the best compared isomer or geometry (same formula, charge and spin)   0.0 kcal per mole
HOMO-LUMO gap (spin up / spin down)   8.48 / 7.14 eV

=====

# 5
Formula: H80O40
Source: the OMol25 dataset
Level of theory: ωB97M-V with the def2-TZVPD basis set

ORCA input file:
```
! RIJCOSX wB97M-V def2-TZVPD def2/J DEFGRID3
* xyz 0 1
H -2.45487 -1.12252 -4.27465
H -2.24358 0.39299 -4.23519
O -2.84189 -0.21901 -4.63755
H -0.41058 -5.37833 3.00126
H -0.83853 -3.94564 2.81360
O -0.55173 -4.68050 2.38364
H 4.81144 1.56583 -0.01262
H 5.67897 0.45903 -0.62001
O 5.47559 1.32628 -0.47553
H 2.91619 1.31269 3.92011
H 2.41606 2.35724 2.97347
O 2.20057 1.46701 3.19706
H -2.96286 -2.10430 -1.77995
H -2.62647 -0.71961 -1.27626
O -2.54280 -1.67736 -1.06529
H -2.29350 1.22026 5.73605
O -2.32389 0.49797 5.26625
H -5.21025 -1.25595 0.03574
O -4.98620 -0.47393 0.69402
H -3.98203 1.52094 -0.18875
H -4.77053 2.55226 -1.26068
O -4.43083 1.72530 -1.18516
H -0.24116 -5.81503 0.48269
H -1.02276 -6.73442 -0.22579
O -0.67808 -5.83514 -0.44363
H 2.14603 1.46908 0.52467
H 2.97715 1.30932 1.86081
O 2.99884 1.18959 0.86329
H 3.26959 -0.27905 4.24470
H 4.13235 -0.28892 5.50035
O 4.03537 0.09668 4.67859
H 4.75866 -0.59128 2.17431
O 5.34563 -1.34910 2.07549
H 4.35165 4.79975 -1.04637
H 3.64348 5.85356 -0.14848
O 3.60824 5.01612 -0.54480
H -0.08913 -3.04956 -3.39365
H -0.09800 -2.08667 -4.39134
O -0.06567 -2.20061 -3.49560
H 2.73948 3.52042 1.23624
H 1.98641 4.44093 2.16821
O 2.48902 3.62270 2.13847
H 1.04660 -4.72023 -2.35285
H 2.52287 -4.68822 -2.45321
O 1.79443 -4.35810 -2.97121
H -0.68440 -1.20643 2.93427
H 0.78886 -0.91964 3.58019
O 0.03887 -1.44364 3.51308
H 5.52105 -2.11214 -0.11696
H 4.25314 -1.25164 -0.27662
O 5.20499 -1.37328 -0.59698
H -1.77296 2.89093 -0.30388
O -1.79798 2.49443 -1.28450
H -0.09100 -1.99775 1.31472
H -1.46728 -1.86470 0.43933
O -0.86249 -1.46364 1.15598
H -0.02282 -0.47984 -3.29580
O 0.13684 0.48744 -3.14916
H -2.53880 2.51282 3.47630
H -2.61154 3.04854 4.76785
O -1.88491 2.85866 4.19919
H 1.45432 -2.92256 -0.89625
H 2.27096 -3.43259 0.21009
O 2.41951 -3.20971 -0.65817
H -4.44205 1.68523 4.43355
H -4.39626 2.87298 3.39096
O -5.00993 2.28203 3.92709
H -4.73548 -0.01729 -2.16825
H -4.73901 -0.91054 -3.25312
O -4.86815 -1.05259 -2.43224
H 2.77048 -2.30456 2.83490
H 2.16182 -1.13721 1.88909
O 2.65940 -1.32100 2.85703
H 3.03877 1.18031 -3.67368
H 2.79513 -0.29135 -2.66403
O 2.61414 0.14622 -3.67735
H 2.35989 -5.46315 2.69490
H 1.25391 -4.64287 2.15886
O 2.05505 -4.64375 2.43500
H -3.55492 0.09056 1.59378
H -4.69207 1.34682 2.03143
O -3.86111 0.71755 2.31565
H 4.13320 1.94187 -2.57148
H 2.94843 3.00439 -2.75787
O 3.54911 2.46541 -3.20156
H 1.03151 1.32030 -1.90862
H 1.74667 2.31079 -0.84672
O 1.04013 1.70036 -1.06613
H -2.71523 3.10266 -3.43978
O -3.16391 2.38504 -3.87658
H -2.16990 -3.75413 -3.44980
H -1.74657 -2.26508 -3.54690
O -2.55701 -2.89601 -3.80944
H -0.99204 2.10973 -1.33737
H -1.77546 0.45155 4.41792
H 0.92412 0.58598 -3.80230
H -5.66702 -0.72234 1.46771
H 6.06549 -1.02278 1.54687
H -3.29443 2.32397 -4.77974
O -0.46115 5.42667 2.57372
H -0.50383 4.61068 3.16409
H -1.05364 5.83088 2.13799
O -1.19949 0.98938 0.44912
H -1.35315 0.30244 1.29038
H -0.30557 1.06050 0.49791
O 0.09748 0.66568 -6.76354
H -0.83916 0.51513 -6.73389
H 0.54844 0.61230 -5.99209
O -2.19547 5.22663 0.06462
H -1.42343 5.15884 -0.41447
H -2.79498 5.94419 0.14199
O -4.53380 4.39892 -2.42766
H -3.65322 4.69839 -2.47583
H -4.35687 3.39782 -2.54161
O -1.81772 -5.30882 -2.61395
H -2.57199 -5.66175 -2.12026
H -1.35825 -4.86341 -1.92906
O 4.55023 -3.27273 4.13770
H 3.85131 -3.65753 3.60440
H 4.57390 -2.41105 3.71554
*
```

Values from the calculation:
M   720.60 Da
LUMO level   -0.82 eV
Energy relative to the best compared isomer or geometry (same formula, charge and spin)   410.5 kcal per mole
HOMO-LUMO gap   9.24 eV

=====

# 6
Formula: C3H10FN2
Source: the OMol25 dataset
Level of theory: ωB97M-V with the def2-TZVPD basis set

ORCA input file:
```
! RIJCOSX wB97M-V def2-TZVPD def2/J DEFGRID3
* xyz 1 1
C 2.32256 0.81982 0.33484
C 1.57567 -0.40692 0.06561
C -1.40758 0.41963 0.04106
N -1.61794 0.35959 -1.26512
N -1.76244 -1.01700 0.62726
F 1.21116 -0.58257 -1.18634
H 2.74797 0.78488 1.39008
H 1.73732 1.66533 0.22603
H 3.22996 0.76556 -0.24557
H 1.99560 -1.40493 0.47796
H -2.05612 1.11230 0.68867
H -0.84216 0.07635 -1.88108
H -1.78595 1.32065 -1.56484
H -1.37243 -1.65526 -0.07360
H -2.77267 -1.15787 0.88861
H -1.20294 -1.09956 1.47641
*
```

Values from the calculation:
M   93.12 Da
LUMO level (spin up / spin down)   -4.72 / -3.69 eV
Energy relative to the best compared isomer or geometry (same formula, charge and spin)   94.2 kcal per mole
HOMO-LUMO gap (spin up / spin down)   7.40 / 9.52 eV